C24H17ClN4O2Ti as an isolated structure. Source: the OMol25 dataset; level of theory: ωB97M-V with the def2-TZVPD basis set.

Atoms and positions in Å:
Ti -0.314 -0.333 0.116
C -3.588 -0.537 -4.218
C -4.471 -1.182 -3.362
C -4.046 -1.586 -2.106
C -2.742 -1.352 -1.691
C -1.856 -0.723 -2.559
C -2.282 -0.310 -3.814
N -2.410 -0.538 0.637
C -2.447 -0.861 2.055
C -3.617 -1.261 2.678
C -3.637 -1.541 4.035
C -2.465 -1.429 4.777
C -1.282 -1.060 4.167
C -1.254 -0.779 2.799
N -0.100 -0.460 2.090
N 1.059 -0.484 2.711
C 2.091 -0.331 1.838
C 3.407 -0.266 2.322
C 4.444 -0.130 1.436
C 4.176 -0.060 0.064
C 2.868 -0.129 -0.349
N 1.833 -0.260 0.497
H -3.914 -0.218 -5.199
H -5.491 -1.371 -3.669
H -4.736 -2.085 -1.436
H -0.814 -0.547 -2.296
H -1.585 0.185 -4.478
H -4.526 -1.355 2.097
H -4.559 -1.846 4.511
H -2.475 -1.643 5.837
H -0.356 -0.987 4.719
H 3.563 -0.328 3.390
H 5.463 -0.077 1.797
H 4.968 0.046 -0.663
H 2.619 -0.079 -1.402
Cl -6.720 2.240 -0.266
C -4.993 2.027 -0.236
C -4.163 3.048 -0.679
C -2.791 2.872 -0.675
C -2.233 1.676 -0.225
O -0.914 1.452 -0.234
C -3.092 0.661 0.225
C -2.299 -1.738 -0.291
O -0.958 -2.073 -0.245
C -4.465 0.831 0.215
H -4.594 3.975 -1.032
H -2.130 3.655 -1.023
H -2.942 -2.540 0.094
H -5.130 0.042 0.536

The spin multiplicity is 3. For the max |F|, the calculation gives 0.8 eV/Å. The expectation value of S² is 2.02. Its orbital gap (spin up / spin down) is 7.41 / 7.03 eV. The value obtained for the energy relative to the best compared isomer or geometry (same formula, charge and spin) is 3.7 kcal/mol. The total energy comes out at -70859.218 eV.